1.
{"formula": "C31H31BF4O2S2", "method": "ωB97M-V with the def2-TZVPD basis set", "energy_ha": -2571.12743, "orbital_gap_ev": 7.619, "multiplicity": 1, "de_lowest_kcal_mol": 0.0, "smiles": "CC1(C)OB([C@H](/C=C/c2cc(F)cc(F)c2)c2cc(F)cc(F)c2)OC1(C)C.Cc1ccc(-c2ccc(C)s2)s1", "species": ["C", "C", "C", "O", "B", "C", "C", "C", "C", "C", "C", "F", "C", "C", "F", "C", "C", "C", "C", "F", "C", "C", "F", "C", "O", "C", "C", "C", "H", "H", "H", "H", "H", "H", "H", "H", "H", "H", "H", "H", "H", "H", "H", "H", "H", "H", "H", "H", "H", "C", "C", "C", "C", "C", "C", "C", "C", "C", "C", "S", "S", "H", "H", "H", "H", "H", "H", "H", "H", "H", "H"], "coordinates": [[-1.4735, -6.6379, 2.0909], [-1.3539, -5.7775, 3.3439], [-1.3544, -6.6898, 4.5558], [-0.0483, -5.1476, 3.2958], [-0.2909, -3.8314, 3.0337], [1.0456, -2.7565, 3.4534], [0.4735, -1.3948, 3.5106], [0.9772, -0.3536, 2.8057], [0.4029, 0.9687, 2.6921], [1.1295, 1.9751, 2.0072], [0.6060, 3.2560, 1.9299], [1.3570, 4.2412, 1.3237], [-0.6377, 3.6024, 2.4567], [-1.3383, 2.5868, 3.1078], [-2.5705, 2.8919, 3.6414], [-0.8614, 1.2855, 3.2380], [1.8737, -3.0054, 2.2083], [1.2309, -2.8798, 0.9659], [1.9883, -2.9058, -0.2034], [1.3396, -2.7255, -1.4032], [3.3647, -3.1177, -0.2082], [3.9573, -3.2979, 1.0365], [5.3215, -3.4850, 1.0900], [3.2428, -3.2738, 2.2357], [-1.5778, -3.4301, 2.8747], [-2.3691, -4.5469, 3.3777], [-3.5844, -4.6511, 2.4835], [-2.8267, -4.1844, 4.7893], [-2.3899, -7.2406, 2.1259], [-1.4751, -6.0312, 1.1757], [-0.6187, -7.3251, 2.0469], [-2.3078, -7.2268, 4.6301], [-0.5565, -7.4344, 4.4479], [-1.1839, -6.1382, 5.4872], [1.4946, -3.1463, 4.3721], [-0.3530, -1.2394, 4.2052], [1.9117, -0.4982, 2.2560], [2.1024, 1.7409, 1.5752], [-1.0379, 4.6081, 2.3641], [-1.4434, 0.5214, 3.7514], [0.1593, -2.6820, 0.9081], [3.9340, -3.1401, -1.1328], [3.7489, -3.4421, 3.1898], [-4.2208, -5.4852, 2.8048], [-4.1746, -3.7303, 2.5651], [-3.3061, -4.7934, 1.4334], [-3.5067, -4.9511, 5.1827], [-1.9845, -4.0673, 5.4849], [-3.3821, -3.2382, 4.7567], [3.4088, -4.8026, 6.7093], [3.1478, -3.3834, 6.3756], [2.1002, -2.6027, 6.8498], [2.0954, -1.2911, 6.3188], [3.1340, -1.0749, 5.4153], [3.4959, 0.1453, 4.8103], [2.9674, 1.4084, 5.0538], [3.6460, 2.4189, 4.3386], [4.6424, 1.9308, 3.5057], [5.5302, 2.7524, 2.6539], [4.8100, 0.2306, 3.6535], [4.1989, -2.4698, 5.3709], [2.6114, -5.1771, 7.3580], [3.4383, -5.4146, 5.7981], [4.3708, -4.9058, 7.2266], [1.3741, -2.9873, 7.5618], [1.3684, -0.5163, 6.5469], [2.1371, 1.5570, 5.7401], [3.4243, 3.4815, 4.4082], [4.9597, 3.5720, 2.2052], [6.3366, 3.1849, 3.2593], [5.9718, 2.1377, 1.8651]], "mulliken_charge": [-1.970, 1.594, -1.807, -0.549, 0.898, 0.692, 0.017, -0.138, 0.691, -0.839, 0.513, -0.342, -0.864, 0.403, -0.341, -0.953, 0.303, -0.246, 0.071, -0.351, -0.998, 0.275, -0.353, -0.360, -0.679, 1.522, -1.771, -1.934, 0.400, 0.316, 0.483, 0.373, 0.445, 0.312, -0.353, 0.037, 0.216, 0.433, 0.487, 0.491, 0.584, 0.501, 0.390, 0.367, 0.442, 0.330, 0.397, 0.253, 0.484, -1.351, 0.877, -0.917, -0.445, 0.185, 0.302, -0.421, -0.772, 0.687, -1.334, -0.209, -0.228, 0.366, 0.304, 0.336, 0.408, 0.446, 0.409, 0.462, 0.324, 0.318, 0.380]}

=====

2.
{"formula": "C31H31BiCl3O5PSSbSe4", "method": "ωB97M-V with the def2-TZVPD basis set", "charge": -2, "energy_ha": -13756.89497, "orbital_gap_ev": [5.265, 4.742], "multiplicity": 2, "de_lowest_kcal_mol": 18.9, "species": ["Bi", "C", "O", "C", "C", "O", "C", "C", "O", "C", "H", "H", "H", "H", "H", "H", "H", "H", "H", "H", "H", "H", "H", "H", "Cl", "C", "C", "C", "Cl", "C", "O", "C", "Cl", "C", "H", "H", "Se", "Sb", "Se", "Se", "Se", "O", "P", "C", "C", "C", "C", "C", "C", "C", "C", "C", "C", "C", "C", "C", "C", "C", "C", "C", "C", "H", "H", "H", "H", "H", "H", "H", "H", "H", "H", "H", "H", "H", "H", "H", "S", "C"], "coordinates": [[0.2209, -0.8181, -1.6010], [0.1369, -0.4376, -5.2205], [1.0339, -0.8293, -4.1723], [1.9358, -1.8208, -4.6401], [3.1158, -2.0041, -3.7110], [2.8549, -2.4797, -2.4026], [2.7510, -3.8812, -2.2085], [1.3589, -4.4521, -2.3176], [0.5639, -3.9123, -1.2835], [-0.7108, -4.5431, -1.1923], [0.6767, 0.1755, -5.9534], [-0.6599, 0.1482, -4.7792], [-0.2858, -1.3145, -5.7110], [2.3538, -1.4845, -5.5998], [1.3917, -2.7519, -4.8196], [3.6017, -1.0348, -3.5729], [3.8189, -2.6829, -4.2129], [3.1099, -4.0588, -1.1934], [3.4063, -4.4073, -2.9158], [1.4406, -5.5450, -2.2000], [0.8996, -4.2574, -3.2915], [-0.5958, -5.5684, -0.8136], [-1.2115, -4.5781, -2.1621], [-1.3156, -3.9620, -0.4995], [-0.9779, -4.5418, 5.0102], [-0.8348, -3.4420, 3.6562], [-1.9505, -2.7544, 3.2133], [-1.8183, -1.8695, 2.1596], [-3.2042, -0.9741, 1.6349], [-0.5883, -1.6329, 1.5005], [-0.4982, -0.7490, 0.5556], [0.5082, -2.3713, 2.0009], [2.0717, -2.0799, 1.3162], [0.3970, -3.2558, 3.0594], [-2.9160, -2.8997, 3.6775], [1.2709, -3.7774, 3.4240], [-1.0343, -4.0033, -5.2846], [-2.9094, -2.6677, -4.3878], [-2.1717, -1.1953, -2.2391], [-3.6289, -1.0172, -6.0207], [-4.6261, -4.0928, -3.4189], [1.7067, 1.4601, 0.8137], [0.6328, 2.3072, 1.3993], [-0.2346, 1.5089, 2.7797], [0.5284, 0.8269, 3.7243], [-0.0891, 0.1953, 4.7932], [-1.4732, 0.2338, 4.9190], [-2.2360, 0.9183, 3.9831], [-1.6183, 1.5628, 2.9184], [1.3587, 3.7791, 2.1989], [2.6656, 4.1182, 1.8686], [3.2703, 5.2259, 2.4526], [2.5687, 5.9962, 3.3694], [1.2626, 5.6583, 3.7070], [0.6612, 4.5515, 3.1271], [-0.6347, 2.9167, 0.2990], [-0.8357, 4.2667, 0.1132], [-1.8621, 4.7561, -0.6986], [-2.7946, 3.8556, -1.2817], [-2.6281, 2.5217, -1.1665], [-1.4048, 1.9212, -0.5591], [1.6040, 0.7730, 3.5988], [0.5057, -0.3494, 5.5174], [-1.9588, -0.2928, 5.7328], [-3.3164, 0.9333, 4.0681], [-2.2128, 2.0825, 2.1748], [3.1977, 3.5011, 1.1532], [4.2896, 5.4867, 2.1919], [3.0398, 6.8600, 3.8248], [0.7166, 6.2590, 4.4249], [-0.3543, 4.2786, 3.3922], [-0.2006, 4.9728, 0.6310], [-1.9926, 5.8244, -0.8203], [-3.6606, 4.2492, -1.8040], [-3.3443, 1.8198, -1.5813], [-1.6758, 1.0286, 0.0082], [-0.0389, 2.3843, -2.9501], [-0.4232, 1.4321, -1.7063]], "mulliken_spin": [0.004, 0.003, -0.005, 0.002, 0.000, -0.001, -0.001, 0.001, 0.001, 0.000, 0.000, -0.002, 0.001, 0.000, 0.000, 0.000, 0.000, 0.000, 0.000, 0.000, 0.000, 0.000, 0.000, 0.000, 0.000, 0.000, 0.000, -0.001, 0.001, 0.002, 0.019, 0.000, 0.000, 0.000, 0.000, 0.000, 0.000, 0.001, 0.004, 0.000, 0.000, 0.018, 0.020, -0.003, 0.002, 0.001, 0.000, 0.009, 0.026, 0.002, -0.004, 0.000, 0.000, 0.000, 0.002, 0.312, -0.153, 0.370, -0.072, 0.260, -0.037, 0.000, 0.000, 0.000, 0.000, -0.014, 0.001, 0.000, 0.000, 0.000, 0.001, 0.009, 0.030, -0.001, 0.014, 0.060, 0.018, 0.103]}

=====

3.
{"formula": "C31H31BrN2O3SSe4W", "method": "ωB97M-V with the def2-TZVPD basis set", "energy_ha": -14180.22325, "orbital_gap_ev": 5.657, "multiplicity": 1, "de_lowest_kcal_mol": 0.0, "species": ["W", "C", "C", "C", "C", "C", "C", "C", "Br", "C", "O", "C", "C", "C", "C", "C", "C", "H", "H", "H", "H", "H", "H", "H", "H", "H", "H", "H", "H", "H", "H", "H", "H", "H", "H", "H", "H", "O", "C", "O", "C", "C", "C", "C", "C", "N", "H", "H", "H", "H", "Se", "Se", "Se", "Se", "C", "C", "C", "C", "C", "C", "C", "C", "C", "C", "H", "H", "H", "H", "H", "H", "H", "S", "C", "N"], "coordinates": [[0.1110, 1.1758, 2.0440], [-1.9364, -0.5891, -5.5427], [-2.9188, -0.4416, -4.3724], [-3.7915, -1.7007, -4.2726], [-3.8293, 0.7532, -4.6574], [-2.1318, -0.2691, -3.0773], [-2.2628, 0.8366, -2.2634], [-1.5030, 0.9241, -1.1096], [-1.8096, 2.4182, 0.0221], [-0.5774, -0.0347, -0.7090], [0.2168, 0.1728, 0.3625], [-0.4782, -1.2035, -1.5075], [-1.2468, -1.2648, -2.6587], [0.4390, -2.3679, -1.1344], [0.0822, -2.8939, 0.2625], [1.8962, -1.8950, -1.2063], [0.2929, -3.5503, -2.0977], [-2.4847, -0.7089, -6.4797], [-1.2911, -1.4598, -5.4184], [-1.2995, 0.2932, -5.6273], [-4.3596, -1.8372, -5.1954], [-4.4967, -1.6183, -3.4437], [-3.1896, -2.5964, -4.1148], [-4.3639, 0.5877, -5.5938], [-3.2587, 1.6785, -4.7600], [-4.5745, 0.8887, -3.8709], [-2.9527, 1.6340, -2.4974], [-1.1660, -2.1491, -3.2727], [0.2084, -2.1422, 1.0332], [0.7252, -3.7413, 0.5104], [-0.9548, -3.2370, 0.2891], [2.0521, -0.9970, -0.6183], [2.1701, -1.6778, -2.2416], [2.5674, -2.6706, -0.8296], [-0.7228, -3.9517, -2.1019], [0.9631, -4.3463, -1.7696], [0.5751, -3.2890, -3.1195], [2.7226, 3.9803, 0.6715], [1.6710, 3.5684, 1.0707], [1.2359, 2.3274, 0.9127], [0.6437, 4.4055, 1.7534], [0.7358, 5.7798, 1.8238], [-0.2892, 6.4620, 2.4572], [-1.3579, 5.7429, 2.9656], [-1.3595, 4.3624, 2.8509], [-0.3652, 3.7030, 2.2616], [1.5947, 6.2772, 1.3970], [-0.2612, 7.5399, 2.5462], [-2.1861, 6.2398, 3.4505], [-2.1765, 3.7655, 3.2310], [1.9716, 1.7080, 3.8650], [1.3293, 3.6745, 4.9348], [-0.5445, 2.6588, 5.8606], [-1.4243, 1.4114, 3.9919], [4.9259, -1.7545, 0.8179], [4.4316, -0.4611, 0.5783], [3.2558, -0.0430, 1.1389], [2.5042, -0.8875, 1.9923], [1.2767, -0.4886, 2.6478], [0.7592, -1.3232, 3.6195], [1.2834, -2.6037, 3.8672], [2.3821, -3.0306, 3.1872], [3.0351, -2.1762, 2.2676], [4.2368, -2.5916, 1.6469], [5.8509, -2.0760, 0.3571], [4.9813, 0.2174, -0.0616], [2.9108, 0.9554, 0.9220], [-0.0926, -1.0173, 4.2042], [0.7897, -3.2341, 4.5943], [2.7959, -4.0172, 3.3604], [4.6099, -3.5852, 1.8660], [-2.1928, -0.1460, 1.8375], [-2.1776, -1.5443, 2.7743], [-2.2060, -2.5291, 3.3776]], "mulliken_charge": [-0.115, -1.595, 1.909, -1.591, -2.181, -0.364, -0.390, 0.371, -0.019, 1.099, 0.425, -1.500, -0.514, 2.711, -0.894, -1.412, -2.591, 0.469, 0.306, 0.354, 0.464, 0.357, 0.314, 0.428, 0.408, 0.395, 0.557, 0.415, -0.392, 0.571, 0.352, 0.062, 0.409, 0.427, 0.425, 0.472, 0.445, -0.656, 0.067, -0.666, 0.666, -0.949, -0.399, -0.874, -0.462, 0.400, 0.556, 0.460, 0.461, 0.565, 0.201, -0.280, -0.185, 0.062, -0.810, -0.519, -0.824, 2.193, -0.477, -0.534, -1.149, -0.782, 1.082, -0.953, 0.398, 0.462, 0.283, 0.875, 0.424, 0.394, 0.387, -0.030, 0.620, -0.596]}